{
  "formula": "C43H81BrO15P",
  "method": "wB97M-V/def2-TZVPD",
  "symbols": ["C", "C", "C", "C", "C", "C", "C", "C", "C", "C", "C", "C", "C", "C", "C", "C", "C", "C", "C", "C", "C", "C", "C", "C", "Br", "C", "O", "P", "O", "C", "C", "O", "H", "H", "H", "H", "H", "H", "H", "H", "H", "H", "H", "H", "H", "H", "H", "H", "H", "H", "H", "H", "H", "H", "H", "H", "H", "H", "H", "H", "H", "H", "H", "H", "H", "H", "H", "H", "H", "H", "H", "H", "H", "H", "H", "H", "H", "H", "H", "H", "H", "H", "H", "H", "H", "H", "H", "H", "H", "C", "C", "C", "O", "C", "O", "O", "H", "H", "H", "H", "H", "H", "C", "C", "C", "O", "C", "O", "O", "H", "H", "H", "H", "H", "H", "C", "C", "C", "O", "C", "O", "O", "H", "H", "H", "H", "H", "H", "C", "C", "C", "O", "C", "O", "O", "H", "H", "H", "H", "H", "H"],
  "coordinates": [[-2.503414, 7.384569, -5.773627], [-1.910605, 7.222049, -4.218837], [-1.538217, 5.638935, -3.859686], [-2.520965, 5.070049, -2.658139], [-3.974164, 4.646786, -3.363425], [-5.023814, 4.139626, -2.201466], [-4.496267, 2.779965, -1.388524], [-5.878257, 1.943188, -1.010752], [-5.562425, 0.733580, 0.076360], [-5.336624, -0.639481, -0.843715], [-3.907670, -1.288593, -0.319199], [-4.135184, -2.067542, 1.117386], [-3.190722, -3.440628, 1.034259], [-1.634024, -3.048120, 1.421325], [-1.011455, -4.050882, 2.576950], [-0.270382, -3.127158, 3.715016], [1.378116, -3.362053, 3.764675], [1.789507, -3.173415, 5.370759], [3.422299, -2.905721, 5.493387], [3.782103, -1.345400, 5.119680], [5.300915, -0.874439, 5.553658], [5.407705, -1.081589, 7.200301], [5.810679, 0.319367, 7.997449], [5.116754, 0.192178, 9.512795], [7.796133, 0.486430, 8.343179], [6.239152, -1.880204, 4.602138], [7.101371, -1.135506, 3.625242], [7.381540, 0.332739, 4.584173], [7.325790, 1.281841, 3.125168], [7.687446, 2.689158, 3.354104], [9.211338, 2.933707, 3.912045], [5.664441, 0.475481, 5.007894], [-2.702138, 8.530981, -5.986794], [-1.634169, 6.966377, -6.473974], [-3.437596, 6.699862, -5.974448], [-0.917100, 7.861929, -4.117469], [-2.690753, 7.598180, -3.429550], [-1.691676, 4.936392, -4.810086], [-0.421457, 5.550845, -3.454951], [-2.709310, 5.846346, -1.796834], [-1.960454, 4.128332, -2.201526], [-3.707187, 3.808655, -4.148312], [-4.408815, 5.571819, -3.974959], [-5.301731, 4.966565, -1.420020], [-6.036081, 3.858300, -2.759271], [-3.852574, 2.095474, -2.100041], [-3.873647, 3.092411, -0.442180], [-6.729864, 2.684235, -0.632106], [-6.280334, 1.525746, -2.052606], [-6.408996, 0.601729, 0.886291], [-4.568172, 0.981659, 0.684827], [-6.254423, -1.360674, -0.731348], [-5.156828, -0.348660, -1.985050], [-3.127615, -0.415975, -0.176869], [-3.495207, -2.003391, -1.152043], [-5.250182, -2.459821, 1.264514], [-3.823102, -1.355277, 2.004323], [-3.185347, -3.885555, -0.055836], [-3.676082, -4.239554, 1.745798], [-1.666115, -1.929985, 1.802681], [-0.900176, -3.079834, 0.508182], [-0.292296, -4.861048, 2.082925], [-1.879687, -4.644112, 3.118593], [-0.502418, -1.980866, 3.647500], [-0.680077, -3.484954, 4.769371], [1.639551, -4.468743, 3.454951], [1.961639, -2.599007, 3.060962], [1.507537, -4.182358, 5.934244], [1.141652, -2.289589, 5.789638], [3.729240, -3.236491, 6.574462], [3.924169, -3.694633, 4.753042], [3.705023, -1.250111, 3.943181], [2.970767, -0.590769, 5.553376], [4.348884, -1.396662, 7.652535], [6.133968, -1.983693, 7.488962], [5.335350, 1.266969, 7.500500], [5.487406, -0.861941, 9.920681], [3.948686, 0.136618, 9.472488], [5.512773, 1.054416, 10.235718], [6.767414, -2.636137, 5.330582], [5.659078, -2.601163, 3.850991], [8.802666, 0.195738, 4.258757], [7.519779, 1.416681, 5.531882], [7.713134, -0.637040, 5.619211], [7.639166, 3.220101, 2.286848], [6.844598, 3.197766, 3.995555], [9.390473, 4.112820, 3.898254], [10.046791, 2.363129, 3.320455], [9.267335, 2.639215, 5.067178], [-2.324032, -4.058336, -5.920759], [-2.731097, -3.333713, -4.653476], [-4.193348, -3.450498, -4.345336], [-4.458094, -2.255284, -3.634188], [-3.541809, -1.337408, -4.064114], [-3.597882, -0.142775, -3.825549], [-2.556934, -1.933601, -4.801048], [-1.241849, -3.980434, -6.069539], [-2.594368, -5.117576, -5.879519], [-2.792284, -3.605531, -6.801797], [-2.115170, -3.668016, -3.809844], [-4.418097, -4.324486, -3.727587], [-4.827647, -3.472071, -5.238969], [5.973131, 0.686429, 0.431735], [6.368324, -0.087851, -0.809676], [6.473373, 0.767877, -2.035833], [6.166576, -0.141035, -3.077041], [5.365740, -1.102699, -2.528613], [4.740275, -1.928762, -3.171743], [5.353859, -1.013751, -1.164632], [5.959331, 0.022603, 1.302638], [6.669988, 1.506129, 0.629863], [4.960956, 1.094966, 0.336259], [7.294415, -0.647258, -0.630069], [7.477298, 1.180956, -2.168048], [5.744319, 1.585932, -2.061290], [-6.459093, -4.757733, -10.588481], [-5.216176, -4.458802, -9.774490], [-3.941449, -4.701377, -10.524820], [-3.030075, -5.029614, -9.492340], [-3.771645, -5.561151, -8.475261], [-3.303576, -6.145311, -7.512519], [-5.107347, -5.356493, -8.681452], [-7.356918, -4.517300, -10.009319], [-6.477812, -4.178331, -11.516229], [-6.523362, -5.823787, -10.833259], [-5.259229, -3.437998, -9.375814], [-3.605154, -3.813857, -11.068136], [-3.998382, -5.546092, -11.220951], [-1.700878, 4.496614, 1.711671], [-2.782000, 4.081373, 2.689187], [-2.301299, 3.995912, 4.106364], [-3.152706, 3.012435, 4.665148], [-3.541377, 2.204940, 3.633742], [-4.106148, 1.132963, 3.771947], [-3.209295, 2.754322, 2.426928], [-2.118440, 4.589535, 0.703536], [-1.254511, 5.454865, 1.993240], [-0.910876, 3.739716, 1.652327], [-3.650868, 4.744577, 2.599361], [-2.408187, 4.945536, 4.638124], [-1.264741, 3.651084, 4.195921]],
  "atomic_forces_ev_per_a": [[1.2, -0.3, 0.6], [0.2, -0.5, -0.5], [-0.2, 0.3, 0.8], [0.0, -0.5, -1.2], [0.8, 0.3, 1.0], [-0.1, -0.9, -0.9], [-1.3, 0.4, -0.6], [0.2, 0.4, 0.2], [-0.1, 0.0, -1.0], [1.5, 0.8, 0.5], [-1.1, 0.1, 0.1], [0.6, -1.1, -1.1], [0.1, 0.7, 0.2], [-0.3, -0.5, 0.3], [-0.4, 0.8, 0.1], [0.9, -1.2, 0.6], [-0.7, 0.2, 1.0], [0.7, -0.3, -1.1], [-1.0, -0.5, 0.1], [-0.2, 0.5, -0.6], [-0.6, -0.7, -2.1], [0.3, 0.5, 0.1], [-2.4, -1.0, 1.2], [1.1, -0.7, 0.0], [-1.4, 0.1, -0.3], [0.1, -1.7, -1.2], [-2.4, -0.3, 3.0], [2.8, -0.8, 0.2], [-0.3, 2.4, 0.8], [0.0, -0.1, -1.2], [-0.5, 0.8, 1.3], [-1.0, -3.3, 1.2], [0.3, -2.5, 0.2], [-1.9, 1.1, 1.3], [1.7, 1.6, 0.6], [-2.2, -1.2, -0.3], [1.5, -0.6, -1.5], [0.5, 1.6, 2.0], [-2.3, 0.2, -1.2], [0.5, -1.3, -1.7], [-1.5, 1.8, -0.9], [-0.8, 1.5, 1.7], [0.9, -1.9, 1.4], [0.7, -1.4, -1.6], [2.1, 0.5, 1.2], [-1.2, 1.4, 1.4], [-1.3, -0.8, -1.8], [2.0, -1.4, -0.6], [0.8, 0.7, 2.4], [1.6, 0.3, -1.8], [-2.2, -0.5, -1.4], [1.9, 1.2, -0.3], [-0.7, -0.5, 2.6], [-1.6, -1.7, -0.4], [-0.7, 1.2, 1.8], [2.3, 1.2, -0.4], [-0.7, -1.7, -1.7], [-0.4, 0.9, 2.1], [1.3, 1.4, -1.2], [0.2, -2.4, -0.6], [-1.6, 0.1, 1.5], [-1.4, 1.9, 1.2], [1.7, 1.2, -1.3], [0.4, -2.3, -0.1], [0.9, 0.8, -2.1], [-0.5, 2.3, 0.5], [-1.3, -1.7, 1.6], [0.5, 2.2, -1.2], [1.4, -1.6, -0.6], [-0.4, 0.9, -2.0], [-0.9, 1.9, 1.5], [0.2, -0.1, 2.4], [1.6, -1.7, -0.6], [2.1, 0.8, -1.2], [-1.3, 2.2, -0.7], [1.6, -1.9, 0.6], [-0.8, 2.3, -0.6], [2.2, 0.4, -0.1], [-1.0, -1.9, -1.6], [-0.3, 1.5, -1.4], [0.5, 1.6, 1.8], [-0.1, 0.4, 0.3], [0.3, 0.2, -0.7], [-0.7, 0.6, 0.5], [0.1, -1.1, 2.1], [1.9, -0.8, -0.8], [-0.2, -2.4, -0.2], [-1.8, 1.1, 1.0], [0.0, 0.4, -2.7], [0.5, 0.2, 0.2], [0.5, -1.1, -0.9], [-0.4, -0.8, 0.2], [0.5, 0.9, -0.2], [0.1, 2.2, 0.4], [0.1, -2.5, -0.5], [-0.9, 0.9, 0.7], [-0.1, -0.1, 0.1], [0.1, 0.4, 0.1], [-0.1, 0.0, 0.2], [-0.1, 0.0, 0.0], [0.0, 0.3, 0.0], [0.2, 0.0, 0.0], [-0.2, -0.4, 0.3], [0.3, 1.0, 1.4], [0.6, 0.6, 0.0], [-0.6, -0.9, -0.1], [-1.2, -1.6, -0.7], [1.3, 1.7, 1.2], [-0.2, -0.4, -1.6], [0.2, 0.3, 0.0], [0.0, -0.2, 0.1], [0.1, 0.0, -0.2], [-0.1, 0.1, -0.1], [-0.2, -0.1, -0.1], [0.0, -0.1, 0.2], [-0.4, -0.1, 0.3], [-1.1, 0.3, -0.9], [0.3, 0.4, -0.8], [-0.3, -0.4, 0.9], [0.9, -1.3, 1.9], [-1.2, 1.0, -2.5], [1.1, -0.3, 0.5], [0.1, 0.1, -0.1], [0.1, 0.0, 0.1], [0.2, 0.2, 0.0], [0.1, -0.1, 0.0], [0.1, -0.2, 0.2], [-0.2, 0.1, 0.1], [-0.1, -0.2, -0.5], [0.8, 0.9, -0.8], [0.4, 0.7, 0.5], [-0.5, -0.7, -0.5], [-1.2, -2.3, 0.2], [1.2, 2.4, -0.3], [-0.4, -0.6, 0.9], [0.1, 0.1, 0.1], [-0.1, -0.1, 0.0], [-0.1, 0.1, 0.2], [0.0, -0.1, 0.1], [-0.1, -0.2, 0.0], [-0.1, 0.1, -0.2]],
  "total_charge": -1,
  "total_energy_ha": -5730.59170,
  "fmax_ev_per_a": 3.858
}